Entry 1:
The following is a DFT calculation (wB97M-V/def2-TZVPD) of C16H25Br2NPSSbSe4Ti as an isolated structure in a non-equilibrium geometry.

Last column: Mulliken charge in e.
Cartesian coordinates (Å):
P (0.206, -0.560, -0.512)  0.858
H (-1.610, -1.533, -3.633)  0.554
C (2.244, 4.802, -0.455)  -0.375
C (-3.342, -0.693, 2.451)  -0.696
H (1.509, -0.997, -3.142)  0.301
H (0.647, -2.375, -3.809)  0.526
H (2.783, -0.798, 2.223)  0.573
H (1.879, -3.187, -0.394)  0.351
C (0.987, -1.920, -2.876)  -1.746
H (-4.142, -0.637, 3.177)  0.418
H (-4.206, 0.785, 1.154)  0.474
C (-1.209, -0.736, 0.635)  1.241
H (-1.768, -2.805, -0.950)  0.323
H (-2.250, -2.215, 3.499)  0.460
H (-0.413, -2.271, 1.921)  0.209
C (-2.314, 0.100, 0.432)  -0.384
C (-2.277, -1.557, 2.641)  -0.865
Se (1.010, 4.880, 3.592)  -0.462
C (-1.218, -1.580, 1.742)  -0.148
Se (-3.052, 3.988, 3.244)  -0.428
C (-2.081, 2.918, -1.839)  0.470
H (1.241, -3.039, 1.242)  0.277
S (-3.374, 3.687, -1.478)  -0.245
H (-2.135, -0.601, -2.237)  0.315
C (-0.859, -2.977, -1.524)  -1.624
C (-0.230, -1.661, -1.986)  1.802
C (-3.370, 0.119, 1.325)  -0.732
H (-2.353, 0.750, -0.433)  -0.153
H (2.098, 4.898, 0.620)  0.150
C (-1.262, -0.891, -2.820)  -1.569
H (-1.125, -3.561, -2.408)  0.525
H (2.101, 0.672, 1.549)  0.306
Sb (-0.756, 3.267, 3.273)  0.794
H (1.700, -2.605, -2.425)  0.297
N (-1.060, 2.303, -2.082)  -0.504
H (3.169, -1.293, -1.398)  0.330
H (1.046, -0.521, 2.316)  0.292
C (1.955, -2.629, 0.536)  -1.742
Ti (0.469, 1.868, -1.148)  -0.214
C (2.988, -0.648, -0.544)  -1.519
H (3.004, 5.462, -0.851)  0.427
H (-0.181, -3.578, -0.921)  0.293
H (2.951, -2.814, 0.944)  0.541
C (1.924, -0.395, 1.682)  -1.616
Se (-0.086, 2.499, 0.851)  0.517
H (2.850, 0.373, -0.917)  -0.104
Br (2.852, 2.969, -0.808)  -0.015
H (-0.834, 0.003, -3.279)  0.281
Br (0.583, 5.104, -1.374)  -0.034
C (1.811, -1.117, 0.331)  1.960
Se (-0.390, 1.384, 4.797)  -0.189
H (3.894, -0.640, 0.065)  0.500

## Properties
E_tot, eV: -469728.384
ΔE to the lowest compared entry with this formula, charge and spin, kcal per mole: 21.30
2S+1: 2
LUMO energy (alpha / beta), eV: -4.882 / -5.078
Orbital gap (alpha / beta), eV: 5.52 / 5.30
⟨S²⟩: 0.76
Total charge: +1

***

Entry 2:
The following is a DFT calculation (wB97M-V/def2-TZVPD) of C16H25ClNO5P2STb as an isolated structure in a non-equilibrium geometry.

Last column: Mulliken charge in e.
Cartesian coordinates (Å):
H (-0.932, -0.599, 7.302)  0.427
C (-1.467, -0.452, 3.469)  0.049
C (-2.377, -1.176, 4.251)  -0.617
C (-0.119, 3.492, -2.596)  -1.216
C (1.928, -3.295, -0.727)  -1.275
H (-2.010, 3.051, -0.128)  0.392
H (0.115, -4.143, -3.039)  0.480
C (-0.877, -3.461, -0.471)  -1.434
H (0.706, 3.347, -3.306)  0.309
S (0.654, 0.994, 2.886)  1.065
H (-0.750, -2.622, -3.411)  0.324
O (-2.102, -0.887, 1.106)  -0.805
C (0.499, -0.041, -5.358)  -0.841
H (0.013, -1.029, -5.235)  0.316
C (1.700, 0.003, -0.512)  0.474
C (1.739, 3.468, -0.402)  -1.228
H (-1.881, -3.136, -0.778)  0.426
H (-3.210, -1.669, 3.759)  0.543
C (1.300, 0.200, -4.244)  0.761
C (-0.216, 0.205, 5.430)  -0.656
H (1.822, 3.273, 0.677)  0.320
H (-0.799, -3.374, 0.619)  0.379
O (1.957, 0.388, 2.932)  -0.626
H (1.680, 4.550, -0.590)  0.429
H (-1.055, 4.552, -0.310)  0.483
O (2.091, 0.355, -3.412)  -0.111
H (1.013, -2.730, -3.670)  0.302
H (2.091, -3.031, 0.328)  0.379
H (2.616, 3.047, -0.907)  0.358
C (-1.352, -0.377, 2.031)  1.264
O (0.547, 2.437, 2.821)  -0.657
P (0.419, -2.458, -1.302)  0.958
H (-2.839, -1.805, 6.264)  0.417
C (0.186, -3.049, -3.022)  -1.264
H (-0.294, 0.729, -5.370)  0.350
H (0.637, 0.740, 5.840)  0.481
C (-1.089, -0.556, 6.223)  -0.598
P (0.239, 2.634, -1.009)  0.960
O (2.853, -0.056, -0.448)  -0.232
H (-0.737, 3.450, 1.090)  0.306
N (-0.259, 0.317, 1.641)  -0.353
H (-0.749, -4.507, -0.767)  0.473
Tb (-0.851, -0.024, -0.564)  0.366
C (-0.423, 0.242, 4.060)  0.381
H (-1.024, 3.035, -3.021)  0.344
H (1.823, -4.387, -0.806)  0.417
H (1.116, -0.001, -6.270)  0.404
H (2.799, -2.973, -1.313)  0.391
C (-1.018, 3.509, 0.028)  -1.263
H (-0.284, 4.564, -2.406)  0.458
C (-2.170, -1.230, 5.628)  -0.555
Cl (-1.656, 0.486, -2.990)  -0.457

## Properties
E_tot, eV: -93082.239
ΔE to the lowest compared entry with this formula, charge and spin, kcal per mole: 0.00
2S+1: 7
LUMO energy (alpha / beta), eV: -7.821 / -7.818
Orbital gap (alpha / beta), eV: 7.07 / 7.08
⟨S²⟩: 12.70
Total charge: +2

***

Entry 3:
The following is a DFT calculation (wB97M-V/def2-TZVPD) of C16H25IrN5O5 as an isolated structure in a non-equilibrium geometry.

Last column: Mulliken charge in e.
Cartesian coordinates (Å):
Ir (0.199, -0.046, -0.060)  0.122
N (0.854, -0.315, -1.886)  -0.128
C (2.641, 0.938, 3.202)  -0.619
H (0.262, -0.186, -4.916)  0.297
H (-2.085, -4.465, 3.396)  0.388
C (-3.414, -2.747, 3.409)  -0.479
H (3.951, 2.628, 3.517)  0.432
O (-1.638, 4.047, -0.519)  -0.628
C (-2.523, -0.693, 2.488)  -0.263
C (0.368, -1.029, -4.222)  -1.326
C (-1.160, -2.724, 2.539)  -0.315
C (-2.626, -1.049, -3.003)  -1.403
O (0.842, -3.500, 0.224)  -0.579
H (-3.445, -0.366, -2.752)  0.382
H (1.405, -1.374, -4.249)  0.360
N (0.799, -0.601, 2.680)  -0.858
C (-3.571, -1.391, 3.089)  -0.870
H (-0.223, -3.210, 2.276)  0.374
H (2.554, 0.494, -2.330)  0.476
H (3.075, 3.862, 1.523)  0.420
H (2.903, 0.341, 4.066)  0.482
H (1.124, -2.661, -0.191)  0.249
H (3.345, 2.968, -0.934)  0.195
C (-0.042, -0.653, -2.845)  0.390
N (1.323, 1.041, 1.177)  -0.068
N (-0.169, -0.657, 1.741)  0.819
H (-4.238, -3.283, 3.885)  0.382
C (2.683, 2.878, 1.786)  -0.782
H (-2.582, 0.376, 2.267)  0.668
C (-1.324, -1.375, 2.214)  0.199
O (-2.760, -0.505, -0.602)  -0.532
H (-0.274, -1.833, -4.600)  0.439
H (-2.816, -0.128, 0.301)  0.397
H (4.066, 1.674, -2.761)  0.325
H (3.206, 3.849, -2.491)  0.348
C (2.844, 2.989, -1.914)  -0.329
C (1.626, 0.427, 2.359)  0.472
C (-2.206, -3.411, 3.143)  -0.716
H (-1.974, 3.497, -1.253)  0.314
H (0.483, -4.026, -0.514)  0.320
N (-1.432, -0.402, -1.041)  0.746
C (-1.354, -0.675, -2.351)  0.367
H (-2.941, -2.065, -2.718)  0.298
H (1.761, 3.079, -1.799)  0.110
O (2.182, -0.481, -2.206)  -0.524
H (-2.489, -1.047, -4.090)  0.418
H (1.175, 2.860, 0.177)  0.802
H (-1.843, 3.512, 0.270)  0.304
C (3.173, 2.179, 2.904)  -0.177
H (-4.508, -0.873, 3.311)  0.381
O (3.105, 1.798, -2.683)  -0.559
C (1.689, 2.333, 0.988)  -0.519

## Properties
E_tot, eV: -37511.289
ΔE to the lowest compared entry with this formula, charge and spin, kcal per mole: 6.63
2S+1: 5
LUMO energy (alpha / beta), eV: -2.875 / -5.851
Orbital gap (alpha / beta), eV: 6.79 / 5.69
⟨S²⟩: 6.02
Total charge: +1

***

Entry 4:
The following is a DFT calculation (wB97M-V/def2-TZVPD) of C16H25N3O2S in the gas phase.

Last column: Mulliken charge in e.
Cartesian coordinates (Å):
C (2.706, 1.520, -1.250)  -0.845
H (2.445, 4.171, -1.807)  0.289
H (3.394, 1.480, -2.094)  0.248
N (0.549, 2.393, -0.516)  0.003
H (0.751, 4.186, -2.306)  0.390
H (2.440, 0.493, -0.989)  0.402
H (2.245, 4.430, -4.256)  0.405
H (-2.127, -4.582, 3.433)  0.286
H (-1.528, -5.566, 1.085)  0.358
C (3.376, 2.178, -0.048)  -0.685
H (2.819, 2.836, 1.939)  0.381
C (2.102, 3.454, -3.799)  -1.412
S (-0.886, 0.758, 2.058)  -0.153
C (1.679, 3.611, -2.344)  -0.465
H (-1.828, -4.999, -0.571)  0.346
H (-3.916, -4.969, 1.660)  0.294
H (3.035, 2.902, -3.878)  0.312
C (-1.244, -0.876, 1.505)  0.344
O (-2.210, -2.650, -1.336)  -0.709
H (-4.159, -4.467, -0.016)  0.329
H (0.426, 3.156, 1.432)  0.532
N (-1.136, -1.768, 2.430)  -0.568
H (1.339, 2.920, -4.361)  0.349
H (-0.958, -3.455, 4.148)  0.353
H (1.427, 4.081, 0.303)  0.342
C (-3.597, -5.133, 0.633)  -1.072
O (-0.995, 1.056, -1.468)  -0.802
C (-2.099, -4.863, 0.478)  -1.081
H (-0.415, -4.727, 3.041)  0.341
C (-1.769, -3.451, 0.862)  -0.130
C (-0.618, 1.738, -0.521)  1.096
C (-1.515, 1.820, 0.703)  -1.240
C (-1.214, -4.019, 3.256)  -1.184
C (-1.893, -2.455, -0.182)  0.462
H (2.068, 1.318, 1.436)  0.198
C (1.139, 3.072, 0.616)  -0.984
H (0.882, 1.625, -2.387)  0.555
C (-1.388, -3.067, 2.116)  1.190
C (1.428, 2.253, -1.675)  -0.324
H (3.753, 3.166, -0.319)  0.308
H (-1.589, 2.823, 1.118)  0.560
H (-1.596, -0.444, -0.515)  0.100
H (4.229, 1.576, 0.270)  0.383
H (-2.512, 1.472, 0.431)  0.501
N (-1.591, -1.145, 0.234)  0.133
H (-3.825, -6.160, 0.357)  0.341
C (2.375, 2.308, 1.094)  -0.475

## Properties
E_tot, eV: -36400.111
ΔE to the lowest compared entry with this formula, charge and spin, kcal per mole: 0.00
Structure (SMILES): CCc1c(C)nc(SCC(=O)N2CCCC[C@@H]2CC)[nH]c1=O
LUMO energy, eV: 0.501
Orbital gap, eV: 8.70

***

Entry 5:
The following is a DFT calculation (wB97M-V/def2-TZVPD) of C16H25N3S as an isolated structure in a non-equilibrium geometry.

Last column: Mulliken charge in e.
Cartesian coordinates (Å):
C (0.835, -4.683, -0.047)  -0.705
H (1.059, 1.317, -1.083)  0.101
S (2.852, -0.163, -0.919)  -0.428
H (-2.831, 7.060, 3.363)  0.371
H (-0.112, 4.027, 1.819)  0.331
H (-0.346, 0.202, 0.742)  0.586
H (-0.011, -3.043, -3.011)  0.057
H (2.230, -6.403, -0.087)  0.268
C (0.066, -3.839, -0.930)  -0.683
H (0.508, -4.907, 0.947)  0.484
C (1.541, -5.816, -0.912)  -0.664
C (-1.466, 5.740, 2.537)  -0.377
H (-1.676, 2.551, -0.121)  0.263
H (-0.716, -4.597, -1.338)  0.307
H (2.531, -2.731, -1.686)  0.275
H (-3.996, 3.038, 2.934)  0.030
H (-0.290, -3.002, -0.506)  0.553
N (-1.160, 1.984, 0.493)  -0.283
N (1.870, -2.257, -1.973)  -0.161
C (2.328, -5.334, -1.958)  -0.248
H (-0.477, -1.113, -1.924)  0.173
C (-3.496, 5.064, 3.201)  -0.240
N (0.152, -0.467, -1.616)  -0.005
C (-0.036, 0.892, -1.410)  -0.988
H (0.535, -5.284, -3.209)  0.269
H (1.863, -4.155, 0.472)  0.226
H (3.329, -4.768, -1.448)  0.248
C (-1.071, 4.599, 1.950)  -0.273
C (1.542, -4.489, -3.021)  -1.115
C (-2.710, 6.124, 2.865)  -0.525
C (-1.888, 1.902, 1.947)  -1.326
H (-1.129, 1.557, 2.695)  0.344
C (-2.184, 3.352, 2.179)  0.524
H (2.092, -4.149, -3.822)  0.489
H (-0.618, 1.216, -1.977)  0.879
H (-1.713, 0.090, 0.104)  0.507
H (-0.689, 6.515, 2.241)  0.238
H (0.796, -6.689, -1.021)  0.286
H (-2.610, 1.342, 2.029)  0.860
C (1.478, -0.945, -1.489)  0.144
H (2.665, -6.143, -2.672)  0.255
C (-3.203, 3.924, 2.771)  -0.156
H (-4.741, 5.414, 3.575)  0.151
C (0.876, -3.438, -2.189)  -0.091
C (-0.848, 0.685, 0.038)  -0.953

## Properties
E_tot, eV: -32289.885
ΔE to the lowest compared entry with this formula, charge and spin, kcal per mole: 330.67
LUMO energy, eV: 0.535
Orbital gap, eV: 8.63